[1]
68
Properties=species:S:1:pos:R:3:mulliken_charge:R:1 method="wB97M-V/def2-TZVPD" multiplicity=5 charge=+1 de_lowest_kcal_mol=16.40 s2=6.0181
Co 0.129 1.016 -0.981 0.369
O 2.597 3.647 0.887 -0.674
C 1.571 3.091 0.573 0.304
O 1.505 2.097 -0.243 -0.400
C 0.250 3.578 1.159 0.160
C 0.284 4.728 1.921 -0.528
C -0.891 5.271 2.432 -0.480
C -2.115 4.685 2.156 -0.237
C -2.162 3.522 1.412 -0.652
C -0.976 2.890 0.923 1.069
O -1.036 1.753 0.336 -0.213
N -3.455 2.960 1.116 1.014
O -4.419 3.566 1.519 -0.657
O -3.502 1.933 0.472 -0.596
N -0.848 6.476 3.244 1.084
O 0.236 6.966 3.442 -0.620
O -1.904 6.889 3.659 -0.623
H 1.236 5.204 2.111 0.648
H -3.037 5.122 2.518 0.655
N 0.191 1.970 -5.005 -0.020
C -0.789 1.030 -5.085 -0.605
C -0.988 0.582 -3.814 -0.558
N -0.127 1.232 -2.969 0.134
C 0.566 2.070 -3.724 -0.433
H 0.558 2.509 -5.778 0.226
H -1.244 0.744 -6.010 0.425
H -1.697 -0.138 -3.463 0.545
H 1.331 2.735 -3.368 0.536
C 2.363 -2.480 -2.179 -1.670
C 1.020 -2.943 -1.645 1.402
C 1.113 -4.341 -1.077 -1.454
C -0.047 -2.866 -2.722 -1.609
Sb 0.411 -1.430 -0.022 1.419
C 2.080 -1.430 1.586 1.456
C 2.527 -2.847 1.877 -1.778
C 3.204 -0.594 1.006 -1.413
C 1.491 -0.775 2.819 -1.577
C -1.721 -1.925 0.748 1.559
C -1.890 -1.236 2.084 -1.539
C -2.656 -1.328 -0.285 -1.488
C -1.883 -3.424 0.870 -1.690
H 2.623 -3.059 -3.065 0.494
H 3.152 -2.636 -1.446 0.298
H 2.345 -1.426 -2.462 0.327
H 1.425 -5.021 -1.869 0.502
H 0.157 -4.689 -0.700 0.269
H 1.847 -4.407 -0.283 0.258
H 0.192 -3.563 -3.526 0.540
H -0.095 -1.867 -3.156 0.301
H -1.028 -3.138 -2.331 0.294
H 3.065 -3.277 1.035 0.321
H 1.691 -3.492 2.142 0.340
H 3.212 -2.831 2.725 0.513
H 3.619 -1.042 0.104 0.258
H 4.008 -0.519 1.737 0.518
H 2.874 0.418 0.776 0.144
H 0.771 -1.428 3.308 0.328
H 1.015 0.176 2.579 0.235
H 2.288 -0.571 3.533 0.539
H -1.618 -0.183 2.022 0.163
H -1.308 -1.723 2.864 0.311
H -2.938 -1.281 2.378 0.534
H -2.540 -0.245 -0.346 0.087
H -3.686 -1.522 0.013 0.585
H -2.511 -1.772 -1.270 0.179
H -1.126 -3.863 1.517 0.333
H -1.855 -3.914 -0.100 0.333
H -2.856 -3.637 1.315 0.503

[2]
68
Properties=species:S:1:pos:R:3:mulliken_charge:R:1 method="wB97M-V/def2-TZVPD" energy_ev=-128558.2246 charge=-1
C 2.729 -4.189 1.072 -1.238
C 2.160 -3.757 -0.273 0.366
O 1.506 -4.842 -0.935 -0.542
C 1.146 -2.622 -0.130 -0.972
N -0.146 -3.073 0.355 -0.180
C -1.203 -3.074 -0.654 -0.527
C -2.476 -3.723 -0.140 -0.617
O -3.177 -2.790 0.650 -0.083
Ga -4.998 -2.912 0.756 0.114
Cl -5.755 -2.090 -1.160 -0.427
I -5.728 -5.395 1.019 -0.413
C -5.585 -1.822 2.343 -0.609
P -7.286 -2.001 2.749 0.763
O -8.304 -2.240 1.709 -0.655
O -7.661 -0.637 3.566 -0.532
O -7.245 -3.145 3.888 -0.480
H 3.099 -5.215 1.023 0.355
H 1.950 -4.153 1.835 0.314
H 3.546 -3.531 1.377 0.233
H 2.969 -3.393 -0.919 0.318
H 2.183 -5.389 -1.354 0.318
H 1.057 -2.113 -1.100 0.352
H 1.566 -1.891 0.571 0.459
H -0.439 -2.480 1.119 0.248
H -1.459 -2.049 -0.966 0.218
H -0.828 -3.608 -1.530 0.377
H -2.209 -4.601 0.460 0.258
H -3.067 -4.070 -0.999 0.333
H -5.426 -0.766 2.114 0.337
H -4.978 -2.119 3.197 0.353
H -8.611 -0.485 3.444 0.307
H -8.143 -3.453 4.083 0.304
C 4.073 1.600 0.904 -0.649
O 5.424 1.611 1.393 -0.301
C 5.835 0.443 1.879 0.820
O 5.185 -0.567 1.933 -0.549
O 7.097 0.579 2.297 -0.332
C 7.658 -0.617 2.848 -0.622
H 3.886 2.604 0.538 0.154
H 3.967 0.885 0.091 0.337
H 3.379 1.349 1.704 0.333
H 7.671 -1.411 2.104 0.296
H 7.086 -0.944 3.713 0.293
H 8.671 -0.354 3.139 0.209
C -3.926 0.880 -0.841 -0.530
O -3.997 2.273 -0.468 -0.308
C -4.498 3.075 -1.388 0.751
O -4.857 2.776 -2.498 -0.547
O -4.542 4.321 -0.884 -0.334
C -5.078 5.289 -1.782 -0.635
H -3.481 0.370 0.008 0.212
H -4.912 0.469 -1.035 0.244
H -3.296 0.758 -1.720 0.315
H -6.102 5.038 -2.054 0.293
H -4.476 5.353 -2.687 0.287
H -5.052 6.233 -1.244 0.209
C 2.742 5.268 -4.012 -0.617
O 4.110 5.506 -3.658 -0.332
C 4.599 4.646 -2.768 0.807
O 3.998 3.731 -2.268 -0.536
O 5.869 4.966 -2.520 -0.319
C 6.512 4.110 -1.567 -0.568
H 2.492 6.039 -4.735 0.210
H 2.628 4.281 -4.455 0.294
H 2.101 5.346 -3.136 0.298
H 6.523 3.081 -1.922 0.282
H 6.002 4.153 -0.606 0.246
H 7.525 4.490 -1.474 0.238

[3]
83
Properties=species:S:1:pos:R:3:mulliken_charge:R:1 method="wB97M-V/def2-TZVPD" charge=-1 de_lowest_kcal_mol=1.63
F -0.493 0.307 0.045 -0.785
C 2.712 2.205 2.041 -0.950
C 2.647 1.071 1.061 1.528
C 2.473 1.482 -0.375 0.215
O 3.747 1.289 -0.928 -0.476
C 4.547 0.562 -0.110 0.434
O 5.643 0.233 -0.509 -0.593
O 3.840 0.260 1.056 -0.474
H 1.657 2.595 1.892 -0.075
H 3.524 3.026 1.978 0.244
H 2.419 1.888 3.001 0.490
H 1.799 0.364 1.483 -0.662
H 1.927 2.358 -0.606 0.632
H 1.985 0.569 -0.768 -0.314
C 0.796 -4.073 -1.330 -1.338
C 1.353 -2.839 -0.827 0.834
C 2.579 -2.843 0.115 0.048
O 3.714 -2.987 -0.660 -0.376
C 3.389 -2.504 -1.886 0.479
O 4.301 -2.394 -2.751 -0.647
O 2.105 -2.203 -1.959 -0.112
H 0.244 -4.678 -0.490 0.309
H 1.461 -4.746 -1.860 0.396
H -0.192 -3.775 -1.919 0.182
H 0.646 -2.220 -0.429 -0.042
H 2.393 -3.786 0.799 0.344
H 2.604 -1.825 0.860 -0.118
C -4.102 -0.025 -0.325 -1.496
C -3.185 -0.472 -1.482 1.071
C -2.485 -1.782 -1.229 0.649
O -2.870 -2.651 -2.306 -0.381
C -3.700 -1.944 -3.116 0.581
O -4.245 -2.412 -4.133 -0.655
O -3.925 -0.729 -2.679 -0.416
H -4.624 0.976 -0.608 0.289
H -3.384 0.304 0.526 0.141
H -4.725 -0.707 0.048 0.558
H -2.530 0.367 -1.852 -0.202
H -2.727 -2.206 -0.285 0.455
H -1.355 -1.582 -1.351 -0.703
C -2.670 4.030 2.154 -1.168
C -1.175 3.649 2.030 0.895
C -0.503 3.502 0.594 0.564
O 0.411 4.630 0.555 -0.363
C 0.316 5.288 1.634 0.689
O 1.024 6.315 1.711 -0.704
O -0.449 4.786 2.507 -0.343
H -3.114 3.013 1.872 0.183
H -2.751 4.718 1.385 0.393
H -3.179 4.075 3.133 0.336
H -0.898 2.769 2.703 -0.014
H -1.228 3.545 -0.175 0.472
H 0.192 2.717 0.384 -1.053
C -2.470 -1.738 4.316 -0.797
C -1.716 -2.339 5.560 -0.479
C -0.298 -1.661 5.755 -0.665
S 0.143 -1.430 4.118 0.971
O 0.500 -2.717 3.534 -0.746
O 1.064 -0.512 3.895 -0.554
C -1.358 -0.955 3.544 -0.040
H -3.072 -1.044 4.558 0.527
H -3.046 -2.556 3.647 0.196
H -1.638 -3.461 5.572 0.277
H -2.383 -2.085 6.498 0.301
H 0.524 -2.154 6.302 0.415
H -0.482 -0.790 6.469 0.260
H -1.458 -0.759 2.413 0.215
H -1.176 0.147 3.832 0.057
C 0.089 0.547 -3.486 0.586
C 1.240 1.452 -4.006 -0.522
C 1.338 1.233 -5.423 -0.902
S 0.610 -0.373 -5.735 1.162
O 1.672 -1.237 -6.214 -0.700
O -0.567 -0.267 -6.484 -0.690
C 0.138 -0.802 -4.053 -0.951
H -0.997 1.077 -3.718 0.136
H 0.385 0.579 -2.555 -0.366
H 2.204 1.040 -3.638 0.113
H 1.266 2.551 -3.654 0.375
H 2.280 1.415 -5.916 0.530
H 0.966 2.015 -6.074 0.396
H 0.988 -1.256 -3.803 0.183
H -0.699 -1.398 -3.872 0.756

[4]
9
Properties=species:S:1:pos:R:3:mulliken_charge:R:1 method="wB97M-V/def2-TZVPD" charge=0 de_lowest_kcal_mol=10.30
O 0.034 0.146 1.550 -0.635
H 0.193 0.034 2.513 0.303
H -0.570 -0.493 1.250 0.338
O 0.784 0.966 -0.937 -0.703
H 1.203 0.330 -1.547 0.329
H 1.012 0.653 -0.077 0.364
O -1.270 -0.688 -0.852 -0.689
H -0.967 0.199 -1.038 0.395
H -0.420 -1.145 -0.861 0.297

[5]
20
Properties=species:S:1:pos:R:3:mulliken_charge:R:1 method="wB97M-V/def2-TZVPD" multiplicity=2 charge=0 de_lowest_kcal_mol=39.67 s2=0.7549
N -0.088 0.058 1.708 -0.525
C -0.975 1.280 1.593 -0.660
C -1.345 1.501 0.131 -0.475
C -1.068 0.128 -0.496 -0.750
C 0.054 -0.462 0.304 -0.063
C 1.506 0.086 -0.186 -0.433
O 1.470 -0.463 -1.424 -0.422
H -0.620 -0.694 2.135 0.327
H -1.891 1.193 2.183 0.309
H -0.483 2.071 2.164 0.292
H -2.420 1.639 0.131 0.304
H -0.758 2.260 -0.389 0.297
H -1.956 -0.492 -0.304 0.297
H -0.827 0.155 -1.556 0.413
H 0.037 -1.549 0.296 0.529
H 1.416 1.173 -0.199 0.262
H 2.295 -0.276 0.465 0.334
H 1.856 -1.773 -1.844 0.437
H 1.556 -3.254 -2.367 0.258
O 2.242 -2.581 -2.345 -0.731

[6]
15
Properties=species:S:1:pos:R:3:mulliken_charge:R:1 method="wB97M-V/def2-TZVPD" multiplicity=3 charge=+1 de_lowest_kcal_mol=67.01 s2=2.0575
C 0.365 -0.771 -0.266 0.037
C 1.668 -0.390 -0.670 0.186
C -1.949 1.486 1.163 -0.882
C -1.578 0.222 0.773 0.721
N 1.153 1.490 0.493 -0.012
N -0.229 0.162 0.419 -0.154
N 2.513 -1.039 -1.439 -0.328
O 2.056 0.762 -0.157 -0.123
O -2.220 -0.915 0.661 -0.465
H -0.064 -1.680 -0.543 0.459
H -2.936 1.807 1.152 0.311
H -1.135 2.130 1.181 0.366
H 2.467 -1.999 -1.289 0.244
H 3.086 -0.460 -1.947 0.257
H -3.198 -0.807 0.467 0.384

[7]
64
Properties=species:S:1:pos:R:3:mulliken_charge:R:1 method="wB97M-V/def2-TZVPD" charge=-2 de_lowest_kcal_mol=2.86
Ba -0.168 0.309 -0.417 2.221
O 3.674 2.948 -1.549 -0.831
C 2.836 2.328 -0.887 -0.408
O 1.794 1.741 -1.319 -0.546
C 3.117 2.158 0.623 0.365
C 3.202 0.662 0.992 -0.135
C 3.997 0.488 2.290 -0.975
C 2.983 1.028 3.332 -0.952
C 1.776 1.361 2.440 0.269
O 1.869 0.337 1.429 -0.562
C 2.038 2.648 1.652 -0.031
C 0.761 3.284 1.051 -0.013
O 0.828 4.472 0.722 -0.813
O -0.260 2.526 0.976 -0.748
H 4.072 2.647 0.815 0.392
H 3.481 0.002 0.174 0.587
H 4.936 1.042 2.272 0.391
H 4.216 -0.566 2.462 0.329
H 3.345 1.907 3.865 0.376
H 2.722 0.263 4.064 0.325
H 0.800 1.307 2.913 0.515
H 2.481 3.413 2.292 0.323
O -1.297 -0.756 1.976 -0.420
C -2.371 -1.181 2.349 -0.756
C -3.632 -1.213 1.622 0.778
C -4.707 -1.790 2.278 -0.376
C -5.941 -1.901 1.667 -0.589
C -6.120 -1.441 0.345 -0.408
C -5.084 -0.869 -0.322 -0.501
C -3.778 -0.696 0.273 -0.027
O -2.855 -0.128 -0.347 0.332
N -7.039 -2.486 2.374 1.003
O -6.865 -2.880 3.523 -0.676
O -8.125 -2.571 1.806 -0.683
H -2.449 -1.616 3.369 0.211
H -4.578 -2.165 3.286 0.454
H -7.087 -1.556 -0.124 0.494
H -5.204 -0.527 -1.342 0.308
C -2.257 -4.227 -0.339 -1.297
C -1.362 -3.967 -1.552 2.062
C -1.206 -5.227 -2.386 -1.935
O -1.964 -2.969 -2.369 -0.652
C 0.014 -3.470 -1.018 0.065
O 0.812 -4.319 -0.613 -0.788
O 0.154 -2.207 -1.018 -0.742
H -3.249 -4.544 -0.673 0.404
H -2.369 -3.310 0.241 -0.071
H -1.825 -4.997 0.303 0.378
H -2.183 -5.530 -2.772 0.415
H -0.782 -6.031 -1.786 0.324
H -0.540 -5.039 -3.230 0.400
H -1.454 -2.164 -2.174 0.244
C -3.649 2.598 -2.084 -0.896
N -2.380 2.081 -2.541 0.322
C -1.208 2.911 -2.281 -1.112
C -2.276 0.791 -2.916 -0.197
O -1.224 0.186 -3.066 -0.610
H -3.815 3.595 -2.499 0.323
H -3.672 2.657 -0.993 0.254
H -4.455 1.939 -2.407 0.303
H -1.348 3.879 -2.769 0.292
H -0.315 2.437 -2.683 0.443
H -1.065 3.111 -1.213 0.481
H -3.251 0.326 -3.117 0.367

[8]
22
Properties=species:S:1:pos:R:3:mulliken_charge:R:1 method="wB97M-V/def2-TZVPD" charge=0 de_lowest_kcal_mol=28.35
C 0.407 -2.441 -0.479 -1.000
C -0.258 -1.516 0.578 -0.394
N 0.238 -0.149 0.617 -0.217
C -0.746 1.917 1.531 -1.691
C -0.743 0.935 0.374 0.884
C -0.527 1.492 -1.019 -1.428
H 0.742 -3.364 -0.012 0.312
H -0.356 -2.703 -1.206 0.301
H 1.207 -1.941 -1.024 0.205
H -0.196 -2.050 1.532 0.355
H -1.332 -1.548 0.390 0.226
H 0.648 0.012 1.527 0.218
H -1.454 2.736 1.384 0.433
H 0.220 2.389 1.703 0.399
H -1.158 1.427 2.412 0.411
H -1.754 0.503 0.372 0.024
H -0.887 2.521 -1.143 0.396
H -0.914 0.906 -1.852 0.285
H 0.534 1.644 -1.244 0.304
H 2.380 0.171 -0.920 0.366
H 1.565 -0.726 -1.709 0.289
O 2.383 -0.217 -1.812 -0.678